(1)
Here is a structure of composition C3H5ClN2O2S in a non-equilibrium geometry from the OMol25 dataset. Energies are from ωB97M-V/def2-TZVPD.

Element x y z (Å)
C (2.35, 0.99, 0.69)
C (1.47, -0.07, 1.01)
C (0.46, 0.06, -0.52)
N (3.07, 1.86, 0.47)
N (-2.09, -0.43, -1.22)
O (-1.58, 1.25, 0.56)
O (-1.42, -1.07, 1.02)
S (-1.21, -0.03, 0.08)
Cl (0.64, -1.46, -1.44)
H (0.86, 0.10, 1.88)
H (2.04, -1.06, 1.06)
H (0.61, 1.06, -1.00)
H (-2.32, -1.35, -1.30)
H (-2.89, 0.16, -1.28)

**HOMO**: -11.09 eV
**Lowest unoccupied orbital energy**: 0.389 eV
**2S+1**: 1
**Relative energy (zero: lowest compared OMol25 entry of this formula, charge and spin)**: 19.15 kcal per mole
**Calculated total energy**: -33622.762 eV
**Kohn-Sham gap**: 0.422 Ha

(2)
Here is the ion C5H12NOS with charge +1 in a non-equilibrium geometry from the OMol25 dataset. Energies are from ωB97M-V/def2-TZVPD.

Element x y z (Å)
C (1.99, -0.01, 1.80)
S (1.63, 0.74, 0.19)
C (1.30, -0.66, -1.07)
O (1.54, -1.93, -0.55)
C (-0.55, -0.46, -1.32)
C (-1.47, 0.17, -0.28)
C (-1.77, 1.64, -0.59)
N (-1.99, -0.27, 0.83)
H (2.59, 0.75, 2.23)
H (2.57, -0.93, 1.83)
H (1.16, -0.28, 2.39)
H (1.76, -0.48, -1.97)
H (2.53, -2.11, -0.31)
H (-0.96, -1.43, -1.64)
H (-0.42, 0.20, -2.10)
H (-2.47, 2.09, 0.09)
H (-0.80, 2.08, -0.52)
H (-2.15, 1.64, -1.63)
H (-2.58, 0.48, 1.30)
H (-1.90, -1.22, 1.32)

**HOMO**: -12.39 eV
**Total charge**: +1
**SMILES**: CS[C@@H](O)CC(C)=[NH2+]
**Lowest unoccupied orbital energy**: -4.457 eV
**2S+1**: 1
**Relative energy (zero: lowest compared OMol25 entry of this formula, charge and spin)**: 33.47 kcal per mole
**Calculated total energy**: -19743.635 eV
**Kohn-Sham gap**: 0.292 Ha

(3)
Here is a structure of composition C4H6O2 in a non-equilibrium geometry from the OMol25 dataset. Energies are from ωB97M-V/def2-TZVPD.

Element x y z (Å)
C (1.03, -0.32, -0.50)
C (-0.40, -0.05, -0.56)
C (-0.21, -1.26, 0.71)
O (-0.65, -2.38, 0.63)
C (-0.88, 1.16, -0.11)
O (-0.04, 2.05, 0.40)
H (1.49, -0.94, -1.26)
H (0.84, 1.69, 0.12)
H (1.68, -0.05, 0.32)
H (-0.98, -0.57, -1.32)
H (0.03, -0.80, 1.67)
H (-1.92, 1.47, -0.08)

**HOMO (spin up / spin down)**: -7.56 / -7.56 eV
**Lowest unoccupied orbital energy (spin up / spin down)**: -0.034 / -0.032 eV
**2S+1**: 1
**Relative energy (zero: lowest compared OMol25 entry of this formula, charge and spin)**: 98.50 kcal per mole
**Calculated total energy**: -8336.190 eV
**Kohn-Sham gap (spin up / spin down)**: 0.276 / 0.277 Ha

(4)
Here is a structure of composition C5H10O3 in a non-equilibrium geometry from the OMol25 dataset. Energies are from ωB97M-V/def2-TZVPD.

Element x y z (Å)
C (1.22, 1.63, 0.21)
C (-0.60, 0.17, -0.26)
C (-1.37, -0.33, 1.02)
C (-1.84, 0.11, -1.04)
C (1.30, -1.51, -0.09)
H (1.75, 2.55, -0.09)
H (0.97, 1.39, 1.36)
H (2.03, 0.88, -0.17)
H (-1.22, -1.43, 1.24)
H (-1.20, 0.28, 1.79)
H (-1.75, -0.80, -1.78)
H (-2.02, 1.02, -1.58)
H (2.53, -1.09, -0.53)
H (1.15, -2.75, 0.09)
H (1.44, -0.87, 0.91)
O (-0.16, 1.42, -0.43)
O (-2.55, 0.03, 0.18)
O (0.32, -0.70, -0.84)

**HOMO**: -9.83 eV
**Lowest unoccupied orbital energy**: 0.634 eV
**2S+1**: 1
**Relative energy (zero: lowest compared OMol25 entry of this formula, charge and spin)**: 151.85 kcal per mole
**Calculated total energy**: -11483.602 eV
**Kohn-Sham gap**: 0.384 Ha